ORCA calculation (ωB97M-V/def2-TZVPD) on 2 unconnected molecules or ions with the total composition C2H2N2O2 at a distorted geometry.

The relative energy (zero: lowest compared OMol25 entry of this formula, charge and spin) comes out at 392.7 kJ/mol. As for the SMILES: O=C=NO.C#N. Its HOMO energy is -9.72 eV. The total energy comes out at -337.27485 Eh. The gap between HOMO and LUMO comes out at 10.231 eV. The largest force on an atom is 3.63 eV/Å.

The geometry in XYZ format:
```
8
Properties=species:S:1:pos:R:3:forces:R:3
O 0.277 0.279 0.149 -0.549 -2.153 0.618
O -0.478 3.584 -0.796 -0.029 0.867 -0.678
N -0.268 1.515 0.285 -0.792 -0.256 1.077
N -0.511 -2.224 -0.602 0.407 -0.043 1.084
C -0.324 2.508 -0.392 0.210 -0.848 0.476
C 0.341 -2.404 0.157 -0.351 -0.978 -1.635
H -0.289 -0.467 0.641 1.088 3.136 -1.477
H 1.252 -2.791 0.557 0.016 0.275 0.535
```
Positions in Å, forces in eV/Å.